{
  "formula": "C4H3I",
  "method": "wB97M-V/def2-TZVPD",
  "symbols": ["C", "C", "C", "C", "I", "H", "H", "H"],
  "positions_angstrom": [[1.161, 1.344, -0.134], [-0.563, -0.514, 0.009], [-0.228, 0.887, 0.018], [-0.734, -1.696, -0.072], [2.657, -0.069, 0.044], [-0.511, 1.338, 0.983], [-0.822, 1.427, -0.732], [-0.959, -2.718, -0.117]],
  "de_lowest_kcal_mol": 64.08,
  "lumo_energy_ev": -0.81,
  "homo_lumo_gap_ev": 7.8
}

{
  "formula": "C4H3I",
  "method": "wB97M-V/def2-TZVPD",
  "symbols": ["I", "C", "C", "C", "C", "H", "H", "H"],
  "positions_angstrom": [[-3.139, 0.130, 0.056], [-1.070, -0.121, -0.058], [-0.091, -1.250, 0.271], [1.022, -0.397, -0.240], [0.010, 0.590, 0.284], [1.971, -0.214, 0.178], [1.030, -0.199, -1.349], [0.267, 1.460, 0.858]],
  "de_lowest_kcal_mol": 58.15,
  "smiles": "IC1=C2C[C@@H]12",
  "lumo_energy_ev": 0.25,
  "homo_lumo_gap_ev": 9.1
}

{
  "formula": "C4H3I",
  "method": "wB97M-V/def2-TZVPD",
  "symbols": ["C", "C", "C", "C", "I", "H", "H", "H"],
  "positions_angstrom": [[0.109, 0.233, -0.042], [-0.602, -0.999, -0.201], [0.701, 1.349, -0.360], [-0.329, -0.829, 1.079], [-1.456, -2.317, -1.564], [0.763, 1.669, -1.386], [1.135, 2.000, 0.375], [-0.321, -1.106, 2.099]],
  "s_squared": 2.0306,
  "de_lowest_kcal_mol": 50.28,
  "spin_multiplicity": 3,
  "lumo_energy_ev": [0.54, -2.47],
  "homo_lumo_gap_ev": [5.8, 7.3]
}

{
  "formula": "C4H3IrLiO6",
  "method": "wB97M-V/def2-TZVPD",
  "symbols": ["O", "C", "O", "O", "C", "O", "C", "C", "O", "O", "Li", "Ir", "H", "H", "H"],
  "positions_angstrom": [[2.511, -0.713, -2.854], [1.483, -0.447, -2.172], [0.445, -1.158, -2.211], [1.551, 0.656, -1.418], [0.394, 1.215, -0.798], [-1.178, 0.791, 0.911], [-1.580, 0.272, 2.084], [0.168, 0.674, 0.500], [-0.784, -0.086, 2.976], [-2.792, -0.098, 2.106], [1.466, -2.215, -3.508], [-2.878, -1.111, 3.683], [-0.473, 1.250, -1.466], [0.547, -0.332, 0.727], [1.120, 1.301, 1.441]],
  "s_squared": 8.7627,
  "spin_multiplicity": 6,
  "lumo_energy_ev": [-0.66, -1.82],
  "homo_lumo_gap_ev": [6.9, 8.0]
}

{
  "formula": "C4H3KO3",
  "method": "wB97M-V/def2-TZVPD",
  "symbols": ["O", "C", "C", "H", "H", "H", "O", "O", "C", "C", "K"],
  "positions_angstrom": [[-0.446, 0.832, 1.856], [0.522, 0.996, 1.138], [0.776, 0.236, -0.133], [1.201, 1.850, 1.319], [1.143, 0.947, -0.889], [1.640, -0.422, 0.084], [-0.523, -1.173, -3.122], [-1.462, -0.829, -0.007], [-0.408, -0.840, -2.032], [-0.381, -0.568, -0.661], [-2.062, -1.029, 2.446]],
  "s_squared": 0.7586,
  "spin_multiplicity": 2,
  "lumo_energy_ev": [-3.56, -4.78],
  "homo_lumo_gap_ev": [8.8, 9.3],
  "charge": 1
}

{
  "formula": "C4H3LiMgO",
  "method": "wB97M-V/def2-TZVPD",
  "symbols": ["C", "C", "H", "Mg", "O", "C", "C", "Li", "H", "H"],
  "positions_angstrom": [[-1.003, -1.994, 0.844], [-0.877, -2.041, 2.066], [-0.719, -2.158, 3.130], [-1.037, -1.318, -1.134], [-4.222, -1.271, 0.451], [-3.689, -0.580, -0.300], [-2.852, 0.170, -1.031], [-3.090, -2.762, 1.614], [-3.251, 0.219, -2.069], [-2.439, 1.067, -0.556]],
  "de_lowest_kcal_mol": 0.00,
  "lumo_energy_ev": -9.98,
  "homo_lumo_gap_ev": 8.7,
  "charge": 2
}

{
  "formula": "C4H3LiOPm",
  "method": "wB97M-V/def2-TZVPD",
  "symbols": ["H", "O", "C", "C", "H", "H", "Pm", "Li", "C", "C"],
  "positions_angstrom": [[3.132, -1.135, 1.267], [2.342, 0.649, 0.509], [2.547, -0.739, 0.406], [1.234, -1.508, 0.288], [3.187, -0.945, -0.486], [1.418, -2.591, 0.405], [0.213, 0.913, 0.575], [-1.060, -1.756, 0.613], [-0.852, -0.837, -1.906], [0.230, -1.405, -1.597]],
  "s_squared": 8.7584,
  "spin_multiplicity": 6,
  "lumo_energy_ev": [-0.86, -1.39],
  "homo_lumo_gap_ev": [5.9, 6.3]
}

{
  "formula": "C4H3LiOTm",
  "method": "wB97M-V/def2-TZVPD",
  "symbols": ["C", "C", "H", "Li", "O", "C", "C", "Tm", "H", "H"],
  "positions_angstrom": [[1.253, -1.956, 1.662], [1.912, -0.982, 2.050], [0.965, 0.382, 0.804], [-2.240, -0.266, -2.025], [0.033, 2.007, -0.436], [0.091, 0.790, -0.180], [-0.560, -0.323, -0.641], [-1.944, 3.166, -0.879], [0.128, -1.083, -1.039], [0.362, -1.735, 0.686]],
  "s_squared": 3.7785,
  "de_lowest_kcal_mol": 107.95,
  "spin_multiplicity": 4,
  "lumo_energy_ev": [-10.40, -10.61],
  "homo_lumo_gap_ev": [5.9, 5.4],
  "charge": 2
}

{
  "formula": "C4H3N2",
  "method": "wB97M-V/def2-TZVPD",
  "symbols": ["C", "C", "C", "C", "N", "N", "H", "H", "H"],
  "positions_angstrom": [[3.357, -0.113, -0.038], [1.468, 1.939, -0.011], [0.974, 0.809, -0.042], [-0.329, -1.241, -0.035], [4.073, -0.999, 0.042], [0.110, -0.090, 0.051], [1.704, 2.934, 0.217], [-1.403, -1.181, 0.182], [0.069, -2.310, 0.199]],
  "de_lowest_kcal_mol": 121.23,
  "lumo_energy_ev": [-8.44, -8.25],
  "homo_lumo_gap_ev": [8.4, 8.0],
  "charge": 1
}

{
  "formula": "C4H3N2",
  "method": "wB97M-V/def2-TZVPD",
  "symbols": ["C", "C", "C", "C", "N", "N", "H", "H", "H"],
  "positions_angstrom": [[1.646, -0.032, -0.772], [0.590, 0.983, 0.357], [-0.104, -0.310, -0.076], [-1.302, -0.783, 0.161], [1.804, 1.124, -0.156], [0.804, -0.916, -0.954], [0.201, 1.728, 0.913], [-1.882, -1.467, -0.496], [-1.756, -0.325, 1.023]],
  "s_squared": 2.0401,
  "de_lowest_kcal_mol": 57.74,
  "spin_multiplicity": 3,
  "lumo_energy_ev": [-7.76, -9.93],
  "homo_lumo_gap_ev": [6.2, 7.8],
  "charge": 1
}

{
  "formula": "C4H3N2O",
  "method": "wB97M-V/def2-TZVPD",
  "symbols": ["C", "C", "C", "C", "N", "N", "O", "H", "H", "H"],
  "positions_angstrom": [[-2.993, 0.455, 0.105], [1.241, -0.609, -0.175], [-1.824, 0.867, -0.327], [-1.141, -0.425, -0.064], [-0.064, -0.987, -0.050], [1.641, 0.406, 0.433], [-2.409, -0.828, 0.262], [-4.012, 0.711, 0.315], [1.830, -1.319, -0.765], [2.616, 0.677, 0.444]],
  "de_lowest_kcal_mol": 77.64,
  "lumo_energy_ev": [-8.93, -9.12],
  "homo_lumo_gap_ev": [6.2, 5.9],
  "charge": 1
}

{
  "formula": "C4H3N3",
  "method": "wB97M-V/def2-TZVPD",
  "symbols": ["N", "C", "C", "N", "C", "C", "N", "H", "H", "H"],
  "positions_angstrom": [[3.206, -0.408, -0.486], [2.110, -0.431, -0.117], [0.708, -0.349, 0.149], [-0.154, -1.335, 0.056], [-1.376, -0.730, 0.010], [-1.247, 0.634, 0.077], [0.092, 0.868, 0.184], [-2.282, -1.308, -0.103], [-1.957, 1.440, -0.013], [0.552, 1.756, 0.318]],
  "de_lowest_kcal_mol": 2.66,
  "smiles": "N#Cc1ncc[nH]1",
  "lumo_energy_ev": 0.60,
  "homo_lumo_gap_ev": 10.1
}